Entry 1:
C2H5N4O5 | wB97M-V/def2-TZVPD

Positions of all 16 atoms, in Å:
N: -1.997 0.020 -0.632
C: -0.973 0.027 0.190
N: -1.063 0.185 1.487
C: 0.372 -0.095 -0.434
O: 0.346 -0.408 -1.735
N: 1.234 1.212 -0.173
O: 1.150 1.668 0.925
O: 1.899 1.520 -1.105
N: 1.405 -1.195 0.372
O: 2.066 -1.787 -0.397
O: 1.312 -1.185 1.550
H: -1.841 -0.132 -1.621
H: -2.950 0.139 -0.316
H: -0.239 0.171 2.085
H: -1.958 0.315 1.943
H: 1.235 -0.454 -2.140

As for the net charge: +1. The HOMO energy comes out at -15.3 eV. Its SMILES is NC(=[NH2+])C(O)([N+](=O)[O-])[N+](=O)[O-].

Atomic partial charges in e from the natural (NBO) method, atoms 1 to 6: number 1, N, carries -0.6864; number 2, C, carries 0.4838; number 3, N, carries -0.6691; number 4, C, carries 0.2946; number 5, O, carries -0.6602; number 6, N, carries 0.5272

***

Entry 2:
C2H5N5 | wB97M-V/def2-TZVPD

Positions of all 12 atoms, in Å:
H: -2.671 -1.344 0.019
N: -2.668 -0.219 0.340
C: -1.476 0.234 -0.263
N: -1.053 1.496 -0.334
C: 0.267 1.403 0.035
N: 0.690 0.060 0.294
N: 2.188 -0.089 -0.063
N: -0.391 -0.747 -0.559
H: 0.960 2.137 0.279
H: 2.531 -0.707 0.868
H: 2.327 -0.830 -0.839
H: -0.702 -1.395 0.222

The HOMO energy comes out at -9.1 eV. Its SMILES is [H]/N=c1/ncn(N)[nH]1.

Atomic partial charges in e from the natural (NBO) method, atoms 1 to 6: number 1, H, carries 0.3087; number 2, N, carries -0.6769; number 3, C, carries 0.4974; number 4, N, carries -0.4688; number 5, C, carries 0.3068; number 6, N, carries -0.1744

***

Entry 3:
C2H5N5O | wB97M-V/def2-TZVPD

Positions of all 13 atoms, in Å:
N: -0.256 0.555 0.215
N: 1.841 -0.582 0.257
C: 1.413 0.729 0.169
C: -0.222 -0.480 -0.605
N: -1.380 0.883 0.991
N: -1.270 -1.209 -1.012
N: 1.063 -0.634 -1.030
O: 1.942 1.795 0.326
H: 2.836 -0.701 0.080
H: -1.076 0.907 1.965
H: -1.651 1.829 0.738
H: -1.077 -2.056 -1.521
H: -2.163 -1.035 -0.573

The HOMO energy comes out at -8.3 eV.

Atomic partial charges in e from the natural (NBO) method, atoms 1 to 6: number 1, N, carries -0.3478; number 2, N, carries -0.5224; number 3, C, carries 0.8025; number 4, C, carries 0.6128; number 5, N, carries -0.6431; number 6, N, carries -0.7798

***

Entry 4:
C2H5N5O | wB97M-V/def2-TZVPD

Positions of all 13 atoms, in Å:
C: 2.677 -0.097 -0.193
C: -0.691 -0.469 0.136
H: 3.373 0.716 -0.474
H: 3.181 -0.832 0.567
H: 2.525 -0.802 -1.068
H: -3.584 1.491 -0.429
H: -0.979 1.056 1.358
N: 0.572 -0.822 0.176
N: -1.853 -1.409 -0.004
N: -2.908 -0.573 -0.093
N: -2.522 0.550 -0.115
N: -1.162 0.924 0.025
O: 1.371 0.268 0.115

The HOMO energy comes out at -8.2 eV.

Atomic partial charges in e from the natural (NBO) method, atoms 1 to 6: number 1, C, carries -0.2652; number 2, C, carries 0.3578; number 3, H, carries 0.2049; number 4, H, carries 0.1756; number 5, H, carries 0.1821; number 6, H, carries 0.4045

***

Entry 5:
C2H5N5O3 | wB97M-V/def2-TZVPD

Positions of all 15 atoms, in Å:
C: -0.778 -1.933 -0.502
N: 0.399 -1.457 0.246
C: 0.686 -0.273 0.539
N: 1.765 0.185 1.200
N: -0.317 0.998 0.100
N: -1.429 1.637 0.622
O: -1.956 1.118 1.578
N: 0.058 1.589 -1.078
O: 1.153 1.360 -1.514
O: -0.818 2.213 -1.610
H: -1.684 -1.827 0.028
H: -0.587 -2.913 -0.980
H: -0.849 -1.281 -1.318
H: 2.405 -0.554 1.385
H: 1.952 1.139 1.304

The HOMO energy comes out at -10.0 eV. Its SMILES is C/N=C(/N)N(N=O)[N+](=O)[O-].

Atomic partial charges in e from the natural (NBO) method, atoms 1 to 6: number 1, C, carries -0.4245; number 2, N, carries -0.4718; number 3, C, carries 0.6121; number 4, N, carries -0.8031; number 5, N, carries -0.2583; number 6, N, carries 0.2903

***

Entry 6:
C2H5N5S | wB97M-V/def2-TZVPD

Positions of all 13 atoms, in Å:
H: 0.117 -2.690 1.669
N: 0.879 -2.281 1.200
C: 0.462 -1.216 0.537
N: -0.867 -0.622 0.647
C: -0.720 0.496 -0.077
S: -2.015 1.569 -0.509
N: 0.515 0.800 -0.562
N: 1.204 -0.416 -0.285
N: 2.569 -0.153 -0.253
H: -2.861 0.542 -0.129
H: 0.506 1.059 -1.483
H: 2.992 -0.923 -0.680
H: 2.924 -0.063 0.796

The HOMO energy comes out at -8.7 eV. Its SMILES is [H]/N=c1\nc(S)[nH]n1N.

Atomic partial charges in e from the natural (NBO) method, atoms 1 to 6: number 1, H, carries 0.3539; number 2, N, carries -0.7536; number 3, C, carries 0.5064; number 4, N, carries -0.5196; number 5, C, carries 0.2539; number 6, S, carries 0.0525

***

Entry 7:
C2H5N5S | wB97M-V/def2-TZVPD

Positions of all 13 atoms, in Å:
C: 1.260 -0.438 0.143
C: -0.603 0.907 -0.084
H: -2.126 -1.120 1.281
H: 0.407 -1.805 -0.665
H: 3.294 -0.197 0.006
H: 1.487 1.906 -0.333
H: -2.242 1.594 -0.491
N: -0.940 -0.478 -0.371
N: 0.154 -1.268 0.221
N: 2.444 -0.864 -0.288
N: 0.680 0.817 0.666
N: -1.381 1.950 -0.135
S: -2.433 -1.003 0.048

The HOMO energy comes out at -9.7 eV.

Atomic partial charges in e from the natural (NBO) method, atoms 1 to 6: number 1, C, carries 0.5211; number 2, C, carries 0.5102; number 3, H, carries 0.0840; number 4, H, carries 0.4012; number 5, H, carries 0.3710; number 6, H, carries 0.3514

***

Entry 8:
C2H5NO | wB97M-V/def2-TZVPD

Positions of all 9 atoms, in Å:
C: 1.127 -0.081 -0.164
C: -0.241 0.567 -0.224
H: 1.216 -1.064 -1.095
H: 1.275 -0.540 1.146
H: 1.952 0.997 -0.419
H: -1.316 -1.407 0.805
H: -2.333 0.012 0.571
N: -1.305 -0.265 -0.504
O: -0.375 1.780 -0.116

The HOMO energy comes out at -10.1 eV.

Atomic partial charges in e from the natural (NBO) method, atoms 1 to 6: number 1, C, carries -0.7393; number 2, C, carries 0.5385; number 3, H, carries 0.2630; number 4, H, carries 0.2562; number 5, H, carries 0.2662; number 6, H, carries 0.2672

***

Entry 9:
C2H5NO | wB97M-V/def2-TZVPD

Positions of all 9 atoms, in Å:
C: 0.414 0.200 -0.940
C: -0.033 -0.659 0.264
N: -0.582 0.155 1.194
O: 0.102 -1.864 0.331
H: 1.485 0.050 -1.058
H: 0.258 1.297 -0.912
H: -0.131 -0.160 -1.810
H: -0.968 -0.109 2.090
H: -0.544 1.088 0.841

The HOMO energy comes out at -9.9 eV. Its SMILES is CC(N)=O.

Atomic partial charges in e from the natural (NBO) method, atoms 1 to 6: number 1, C, carries -0.7271; number 2, C, carries 0.6782; number 3, N, carries -0.8239; number 4, O, carries -0.6069; number 5, H, carries 0.2387; number 6, H, carries 0.2017

***

Entry 10:
C2H5NO | wB97M-V/def2-TZVPD

Positions of all 9 atoms, in Å:
C: 0.415 0.724 1.097
C: -0.135 0.081 -0.170
N: 0.771 -0.760 -0.746
O: -1.312 -0.013 -0.275
H: 1.468 1.174 1.146
H: 0.269 -0.024 1.814
H: -0.200 1.573 1.537
H: 0.310 -1.547 -1.297
H: 1.569 -0.588 -1.339

The HOMO energy comes out at -10.0 eV. Its SMILES is CC(N)=O.

Atomic partial charges in e from the natural (NBO) method, atoms 1 to 6: number 1, C, carries -0.7161; number 2, C, carries 0.6751; number 3, N, carries -0.8637; number 4, O, carries -0.5638; number 5, H, carries 0.2173; number 6, H, carries 0.2364

***

Entry 11:
C2H5NO | wB97M-V/def2-TZVPD

Positions of all 9 atoms, in Å:
C: -1.017 0.152 0.278
N: 0.168 0.168 -0.524
C: 1.445 -0.407 -0.084
O: 1.566 -1.295 0.726
H: -0.698 -0.070 1.300
H: -1.522 1.129 0.274
H: -1.704 -0.619 -0.057
H: 0.078 0.293 -1.530
H: 1.685 0.649 -0.383

The HOMO energy comes out at -9.3 eV. Its SMILES is CNC=O.

Atomic partial charges in e from the natural (NBO) method, atoms 1 to 6: number 1, C, carries -0.4252; number 2, N, carries -0.6924; number 3, C, carries 0.4666; number 4, O, carries -0.5405; number 5, H, carries 0.2167; number 6, H, carries 0.1984

***

Entry 12:
C2H5NO | wB97M-V/def2-TZVPD

Positions of all 9 atoms, in Å:
C: -1.166 -0.094 0.195
C: 0.142 0.116 -0.147
N: 1.262 -0.487 0.303
O: 0.295 1.059 -1.100
H: -1.531 -1.032 0.570
H: -1.700 0.812 0.473
H: 2.165 -0.334 -0.116
H: 1.204 -1.020 1.153
H: -0.671 0.979 -1.331

The HOMO energy comes out at -7.8 eV. Its SMILES is C=C(N)O.

Atomic partial charges in e from the natural (NBO) method, atoms 1 to 6: number 1, C, carries -0.8112; number 2, C, carries 0.5425; number 3, N, carries -0.8003; number 4, O, carries -0.6800; number 5, H, carries 0.2101; number 6, H, carries 0.2210

***

Entry 13:
C2H5NO | wB97M-V/def2-TZVPD

Positions of all 9 atoms, in Å:
C: -0.433 -1.855 -0.297
N: -0.433 -0.937 -1.193
H: -1.276 -2.604 -0.333
H: 0.293 -1.877 0.502
H: -0.762 -1.179 -2.129
C: 0.705 2.067 0.883
O: 0.215 2.206 2.019
H: 0.411 1.338 0.160
H: 1.280 2.840 0.388

The HOMO energy comes out at -9.7 eV. Its SMILES is C=N.C=O.

Atomic partial charges in e from the natural (NBO) method, atoms 1 to 6: number 1, C, carries -0.0206; number 2, N, carries -0.6518; number 3, H, carries 0.1459; number 4, H, carries 0.1722; number 5, H, carries 0.3576; number 6, C, carries 0.2644

***

Entry 14:
C2H5NO | wB97M-V/def2-TZVPD

Positions of all 9 atoms, in Å:
C: -0.776 -0.518 0.522
N: 0.361 -0.376 -0.423
C: 0.946 0.906 -0.446
O: 0.428 1.798 0.239
H: -1.157 -1.629 0.639
H: -0.425 -0.349 1.513
H: -1.707 0.065 0.385
H: 0.662 -1.162 -1.110
H: 1.667 1.266 -1.320

The HOMO energy comes out at -9.8 eV. Its SMILES is CNC=O.

Atomic partial charges in e from the natural (NBO) method, atoms 1 to 6: number 1, C, carries -0.4211; number 2, N, carries -0.6542; number 3, C, carries 0.5007; number 4, O, carries -0.6099; number 5, H, carries 0.2000; number 6, H, carries 0.2109

***

Entry 15:
C2H5NO | wB97M-V/def2-TZVPD

Positions of all 9 atoms, in Å:
C: -0.289 -1.053 0.173
C: 0.633 0.161 0.044
N: -0.033 1.239 -0.342
O: 1.816 0.066 0.400
H: -0.951 -0.957 -0.678
H: 0.130 -2.041 0.295
H: -0.760 -0.769 1.133
H: 0.485 2.001 -0.765
H: -1.031 1.354 -0.260

As for the net charge: +1. The HOMO energy (spin up / spin down) comes out at -17.8 / -17.7 eV. Its spin multiplicity is 2. The expectation value of S² is 0.7556.

Atomic partial charges in e from the natural (NBO) method, atoms 1 to 6: number 1, C, carries -0.6347; number 2, C, carries 0.6475; number 3, N, carries -0.7252; number 4, O, carries -0.0345; number 5, H, carries 0.2722; number 6, H, carries 0.2909

***

Entry 16:
C2H5NO2 | wB97M-V/def2-TZVPD

Positions of all 10 atoms, in Å:
C: -0.254 0.825 0.400
C: -1.034 -1.161 -0.743
N: 2.385 0.750 0.623
O: 1.045 0.561 0.239
O: -1.258 -0.047 0.073
H: -0.464 1.651 1.182
H: -0.063 -1.672 -0.541
H: -1.051 -0.820 -1.780
H: -1.884 -1.752 -0.650
H: 2.578 1.667 1.196

The HOMO energy (spin up / spin down) comes out at -7.4 / -8.3 eV.

Atomic partial charges in e from the natural (NBO) method, atoms 1 to 6: number 1, C, carries 0.4775; number 2, C, carries -0.2565; number 3, N, carries -0.4417; number 4, O, carries -0.3276; number 5, O, carries -0.4830; number 6, H, carries 0.1686

***

Entry 17:
C2H5NO2 | wB97M-V/def2-TZVPD

Positions of all 10 atoms, in Å:
O: 1.372 1.248 -1.006
C: 1.288 0.035 -0.934
N: 0.349 -0.604 -0.176
C: -0.785 0.163 0.274
O: -1.311 -0.409 1.452
H: 1.833 -0.560 -1.668
H: 0.297 -1.607 -0.188
H: -0.408 1.175 0.469
H: -1.559 0.451 -0.437
H: -1.074 0.107 2.216

The HOMO energy comes out at -9.9 eV. Its SMILES is O=CNCO.

Atomic partial charges in e from the natural (NBO) method, atoms 1 to 6: number 1, O, carries -0.6068; number 2, C, carries 0.5169; number 3, N, carries -0.6349; number 4, C, carries 0.0750; number 5, O, carries -0.7206; number 6, H, carries 0.1234

***

Entry 18:
C2H5NO2 | wB97M-V/def2-TZVPD

Positions of all 10 atoms, in Å:
C: -1.591 0.033 0.068
O: -0.331 -0.620 -0.107
C: 0.655 0.278 -0.037
N: 1.827 -0.390 0.120
O: 0.524 1.464 -0.028
H: -2.302 -0.753 -0.093
H: -1.863 0.714 -0.715
H: -1.565 0.487 1.093
H: 1.923 -1.348 -0.076
H: 2.723 0.135 -0.224

The HOMO energy comes out at -10.5 eV. Its SMILES is COC(N)=O.

Atomic partial charges in e from the natural (NBO) method, atoms 1 to 6: number 1, C, carries -0.2626; number 2, O, carries -0.5151; number 3, C, carries 0.8711; number 4, N, carries -0.8372; number 5, O, carries -0.6270; number 6, H, carries 0.1897

***

Entry 19:
C2H5NO2 | wB97M-V/def2-TZVPD

Positions of all 10 atoms, in Å:
C: -0.586 1.173 0.049
N: -0.195 -0.164 -0.332
O: -0.879 -1.131 0.325
C: 1.115 -0.592 -0.097
O: 2.100 0.062 0.167
H: -0.255 1.181 1.317
H: -1.629 1.418 -0.157
H: 0.161 1.651 -0.585
H: -1.091 -1.854 -0.507
H: 1.260 -1.743 -0.180

The HOMO energy comes out at -9.6 eV. Its SMILES is CN(O)C=O.

Atomic partial charges in e from the natural (NBO) method, atoms 1 to 6: number 1, C, carries -0.4252; number 2, N, carries -0.2127; number 3, O, carries -0.5551; number 4, C, carries 0.5286; number 5, O, carries -0.5593; number 6, H, carries 0.1803

***

Entry 20:
C2H5NO2 | wB97M-V/def2-TZVPD

Positions of all 10 atoms, in Å:
N: -1.036 0.217 1.072
C: 0.060 0.673 0.378
O: 0.687 1.647 0.754
C: 0.608 -0.105 -0.820
O: 0.074 -1.382 -1.066
H: -1.232 0.791 1.883
H: -1.840 -0.206 0.629
H: 0.474 0.496 -1.727
H: 1.688 -0.129 -0.627
H: 0.516 -2.002 -0.474

The HOMO energy comes out at -9.8 eV. Its SMILES is NC(=O)CO.

Atomic partial charges in e from the natural (NBO) method, atoms 1 to 6: number 1, N, carries -0.8348; number 2, C, carries 0.6397; number 3, O, carries -0.6088; number 4, C, carries -0.1681; number 5, O, carries -0.7085; number 6, H, carries 0.3986

***

Energy above the lowest of the compared OMol25 structures with the same formula, charge and spin: 0.1197 5.5342 3.0132 8.6173 3.6248 1.1967 4.8968 8.8804 0.2943 1.0123 2.8818 1.9445 3.1381 1.4109 0.3270 6.7304 1.0876 0.4415 4.0980 0.4848 (eV)